Entry 1:
Computed, not measured: the molecule C5H11NSi in a non-equilibrium geometry, with the ωB97M-V functional and the def2-TZVPD basis.

The geometry in XYZ format:
```
18
Properties=species:S:1:pos:R:3
C 0.77695 -0.04839 -1.19902
C 0.88050 -0.30416 -2.69050
C -0.10426 -0.30381 -0.24777
C -0.16398 -1.09919 -3.37355
C -1.23032 0.47069 1.85913
N 0.00040 0.12753 1.07622
Si 1.47158 0.50392 1.91308
H 1.56130 0.52286 -0.78648
H -1.24364 -0.46804 -0.41008
H -0.96910 -1.53802 -2.74331
H 0.33308 -1.91549 -3.84479
H -0.53505 -0.59926 -4.31873
H -1.04532 0.17597 2.87809
H -1.36589 1.51234 1.83240
H -1.95440 -0.18686 1.53163
H 1.26862 -0.08699 3.21832
H 2.60936 -0.12612 1.08787
H 1.28541 1.86130 2.27652
```

- E_HOMO (eV) = -7.40
- HOMO-LUMO gap (eV) = 7.5
- relative energy (zero: lowest compared OMol25 entry of this formula, charge and spin) (kcal per mole) = 135.3
- F_max (eV/A) = 5.865
- electronic energy (a.u.) = -541.16577


Entry 2:
Computed, not measured: a cluster of 2 separate species, C5H11O in total in a non-equilibrium geometry, with the ωB97M-V functional and the def2-TZVPD basis.

The geometry in XYZ format:
```
17
Properties=species:S:1:pos:R:3
C -3.47250 -0.09204 -0.13730
C -1.98463 -0.16852 0.12198
C -1.65064 -1.47340 -0.44447
C 2.72168 0.72044 0.59722
C 2.87137 -0.64822 0.01082
O 3.36073 1.77064 0.48738
H -3.99327 0.74312 0.29022
H -3.59804 -0.04811 -1.21643
H -3.84548 -1.00641 0.30046
H -1.48438 0.61483 -0.40190
H -1.77150 -0.21457 1.17568
H -1.00304 -2.04379 0.26227
H -1.03702 -1.34541 -1.37543
H 1.72792 0.81968 1.06217
H 2.16876 -1.25789 0.58782
H 2.52864 -0.63344 -1.05106
H 3.94450 -0.88522 0.17686
```

- E_HOMO (alpha / beta) (eV) = -9.10 / -9.90
- spin multiplicity = 2
- HOMO-LUMO gap (alpha / beta) (eV) = 9.9 / 9.6
- relative energy (zero: lowest compared OMol25 entry of this formula, charge and spin) (kcal per mole) = 42.2
- F_max (eV/A) = 4.497
- electronic energy (a.u.) = -272.21126


Entry 3:
Computed, not measured: a cluster of 2 separate species, C5H11O in total in a non-equilibrium geometry, with the ωB97M-V functional and the def2-TZVPD basis.

The geometry in XYZ format:
```
17
Properties=species:S:1:pos:R:3
C 1.42920 0.19184 -0.73905
C 0.47623 1.08663 -1.46198
C -1.62991 -1.45189 0.51594
C 0.30880 -0.66176 1.55516
C -0.12105 2.11703 -0.82646
O -0.94370 -0.40575 1.14619
H 1.90944 -0.43598 -1.44487
H 2.06710 0.94611 -0.20050
H 0.19927 0.68378 -2.46341
H -2.67826 -1.40398 0.49058
H -1.40154 -1.26862 -0.50926
H -1.30060 -2.34515 0.94532
H 0.86455 0.07796 2.21020
H 0.41191 -1.78219 1.82360
H 1.12199 -0.43002 0.12483
H 0.16235 2.37691 0.11542
H -0.87578 2.70508 -1.28170
```

- E_HOMO (alpha / beta) (eV) = -13.89 / -13.89
- net charge = +1
- HOMO-LUMO gap (alpha / beta) (eV) = 7.4 / 7.4
- relative energy (zero: lowest compared OMol25 entry of this formula, charge and spin) (kcal per mole) = 65.5
- F_max (eV/A) = 4.708
- electronic energy (a.u.) = -271.92335


Entry 4:
Computed, not measured: a cluster of 2 separate species, C5H11O2 in total in a non-equilibrium geometry, with the ωB97M-V functional and the def2-TZVPD basis.

The geometry in XYZ format:
```
18
Properties=species:S:1:pos:R:3
C -1.09609 -0.71963 -0.60438
C -2.44188 -1.25464 -0.02189
C -0.85796 0.65412 -0.08329
H -0.29703 -1.35649 -0.19560
H -1.28304 -0.97031 -1.77160
H -2.81957 -2.15942 -0.65002
H -3.36293 -0.61471 -0.33185
H 0.11438 0.87993 0.20474
H -0.93931 1.33377 -0.84870
H -2.20109 -1.17449 0.96660
H -1.74031 0.88396 0.69993
C 2.48555 0.08081 0.78136
C 2.47086 1.34435 -0.11639
O 2.51570 2.47629 0.52515
O 2.19884 1.26177 -1.30160
H 3.26302 -0.01545 1.51910
H 2.58746 -0.81423 0.16974
H 1.40340 0.16438 1.05870
```

- E_HOMO (eV) = -3.60
- net charge = -1
- HOMO-LUMO gap (eV) = 7.1
- relative energy (zero: lowest compared OMol25 entry of this formula, charge and spin) (kcal per mole) = 53.8
- F_max (eV/A) = 5.566
- electronic energy (a.u.) = -347.56394


Entry 5:
Computed, not measured: a cluster of 2 separate species, C5H11O2 in total in a non-equilibrium geometry, with the ωB97M-V functional and the def2-TZVPD basis.

The geometry in XYZ format:
```
18
Properties=species:S:1:pos:R:3
C 1.26149 -0.70080 -1.53710
C 1.15939 -0.11107 -2.95018
C 0.11999 -1.71500 -1.38145
H 2.23979 -1.11934 -1.25374
H 1.11636 0.01396 -0.71946
H 0.66135 0.85946 -2.94892
H -0.22472 -1.78620 -0.34668
H -0.86939 -1.23423 -1.57405
H 0.60950 -0.81940 -3.57791
H 2.16136 -0.01712 -3.37548
H 0.36693 -2.65474 -1.86914
C -1.36473 0.98378 2.76529
C -0.57692 0.59022 1.42176
O 0.35954 -0.21949 1.58569
O -0.87780 1.33499 0.45802
H -1.30643 2.07693 2.75495
H -0.83660 0.67312 3.65831
H -2.37294 0.56902 2.69670
```

- E_HOMO (eV) = -3.92
- net charge = -1
- HOMO-LUMO gap (eV) = 8.1
- relative energy (zero: lowest compared OMol25 entry of this formula, charge and spin) (kcal per mole) = 18.6
- F_max (eV/A) = 2.350
- electronic energy (a.u.) = -347.62008


Entry 6:
Computed, not measured: a cluster of 2 separate species, C5H11O2 in total in a non-equilibrium geometry, with the ωB97M-V functional and the def2-TZVPD basis.

The geometry in XYZ format:
```
18
Properties=species:S:1:pos:R:3
C -2.09160 -1.57745 0.84891
C -2.84906 -0.74242 -0.24523
H -1.06820 -1.21819 0.78206
H -2.43020 -1.23792 1.83180
H -2.33161 -2.68995 0.48830
H -3.93054 -0.54922 0.02343
H -2.81681 -1.07461 -1.26025
H -2.49062 0.37684 -0.27581
C 2.48681 1.23361 -0.34593
C 1.94250 0.92115 0.96363
C 1.57047 0.49249 -1.50412
O 1.75641 -0.73717 -1.72829
O 0.91433 1.25939 -2.23581
H 2.46644 2.35866 -0.64893
H 3.52751 0.87864 -0.56472
H 1.47454 1.72962 1.54013
H 2.69845 0.45870 1.60297
H 1.17117 0.11783 0.72786
```

- E_HOMO (eV) = -3.72
- net charge = -1
- HOMO-LUMO gap (eV) = 7.5
- relative energy (zero: lowest compared OMol25 entry of this formula, charge and spin) (kcal per mole) = 35.2
- F_max (eV/A) = 4.683
- electronic energy (a.u.) = -347.59361


Entry 7:
Computed, not measured: a cluster of 2 separate species, C5H11O2 in total in a non-equilibrium geometry, with the ωB97M-V functional and the def2-TZVPD basis.

The geometry in XYZ format:
```
18
Properties=species:S:1:pos:R:3
C -1.16379 0.20518 -2.09605
C -2.59506 0.11533 -2.69857
H -0.34751 0.15902 -2.76563
H -1.09552 1.07686 -1.39596
H -0.86452 -0.71742 -1.57148
H -3.46497 0.37212 -2.06892
H -2.82233 -0.96902 -2.91625
H -2.50653 0.63818 -3.74557
C 1.66290 0.30935 1.58133
C 1.29400 1.82103 1.50021
C 0.62141 -0.66345 0.89684
O -0.45945 -0.83036 1.41643
O 0.97048 -1.40814 -0.02391
H 2.64121 0.26234 1.12736
H 1.73869 -0.11832 2.48363
H 2.33874 2.36964 1.60447
H 0.68934 2.09174 2.36074
H 0.68838 2.01819 0.64476
```

- E_HOMO (eV) = -3.45
- net charge = -1
- HOMO-LUMO gap (eV) = 7.4
- relative energy (zero: lowest compared OMol25 entry of this formula, charge and spin) (kcal per mole) = 36.1
- F_max (eV/A) = 4.669
- electronic energy (a.u.) = -347.59221


Entry 8:
Computed, not measured: a cluster of 2 separate species, C5H11O2 in total in a non-equilibrium geometry, with the ωB97M-V functional and the def2-TZVPD basis.

The geometry in XYZ format:
```
18
Properties=species:S:1:pos:R:3
C 1.51140 -1.38823 -0.77578
C 0.85654 -2.62680 -1.34615
H 2.51546 -1.29252 -1.20001
H 0.97960 -0.46098 -0.97074
H 1.61874 -1.41696 0.31151
H 1.35435 -3.55516 -1.06478
H 0.96591 -2.60161 -2.43672
H -0.21057 -2.66263 -1.13639
C -0.59846 1.21242 0.78693
C -0.67038 2.40211 1.71096
C -1.76922 0.94876 -0.20979
O -1.86064 1.71210 -1.19317
O -2.50611 -0.03452 0.07997
H 0.28196 1.28802 0.14175
H -0.48788 0.29379 1.36512
H -0.47284 3.35831 1.21779
H 0.10413 2.29231 2.46878
H -1.61198 2.53159 2.25073
```

- E_HOMO (eV) = -3.80
- net charge = -1
- HOMO-LUMO gap (eV) = 7.7
- relative energy (zero: lowest compared OMol25 entry of this formula, charge and spin) (kcal per mole) = 7.0
- F_max (eV/A) = 1.035
- electronic energy (a.u.) = -347.63843


Entry 9:
Computed, not measured: a cluster of 2 separate species, C5H11O2 in total in a non-equilibrium geometry, with the ωB97M-V functional and the def2-TZVPD basis.

The geometry in XYZ format:
```
18
Properties=species:S:1:pos:R:3
C -1.42510 1.50309 0.49415
C -2.48364 1.19821 -0.56037
C -0.69457 2.83867 0.32584
H -1.86877 1.48302 1.49146
H -0.66220 0.70972 0.50700
H -2.02662 1.06116 -1.54587
H -1.28375 3.67501 -0.07775
H -0.29701 3.14249 1.30036
H -3.12762 2.08469 -0.66596
H -3.11425 0.37253 -0.26355
H 0.17277 2.74840 -0.33046
C 1.43967 -0.47433 -0.82177
C 1.25843 -1.74390 0.05654
O 0.18076 -2.37033 -0.11308
O 2.19503 -2.00226 0.84711
H 0.55498 -0.38721 -1.44389
H 2.24529 -0.59848 -1.55801
H 1.71763 0.36688 -0.19294
```

- E_HOMO (eV) = -3.82
- net charge = -1
- HOMO-LUMO gap (eV) = 7.4
- relative energy (zero: lowest compared OMol25 entry of this formula, charge and spin) (kcal per mole) = 6.7
- F_max (eV/A) = 1.163
- electronic energy (a.u.) = -347.63906


Entry 10:
Computed, not measured: a cluster of 2 separate species, C5H11O2 in total in a non-equilibrium geometry, with the ωB97M-V functional and the def2-TZVPD basis.

The geometry in XYZ format:
```
18
Properties=species:S:1:pos:R:3
C 1.01569 -1.14910 -2.37764
C 1.23122 0.34734 -2.67167
H 1.60838 -1.51528 -1.61449
H -0.09156 -1.03343 -2.02718
H 0.95605 -1.69147 -3.28515
H 1.98978 0.84623 -1.93090
H 0.27484 0.92776 -2.50534
H 1.43574 0.62440 -3.60393
C -0.08212 1.11190 0.94622
C -0.60026 1.53963 2.25804
C -0.54010 -0.45726 0.80680
O 0.39478 -1.21406 0.98002
O -1.71415 -0.61553 0.57435
H -0.32877 1.69849 0.14405
H 1.02943 1.02608 0.81346
H -0.91138 2.52473 2.16330
H 0.08161 1.62908 3.08071
H -1.63579 1.24501 2.56002
```

- E_HOMO (eV) = -3.38
- net charge = -1
- HOMO-LUMO gap (eV) = 7.4
- relative energy (zero: lowest compared OMol25 entry of this formula, charge and spin) (kcal per mole) = 46.7
- F_max (eV/A) = 5.415
- electronic energy (a.u.) = -347.57525


Entry 11:
Computed, not measured: a cluster of 2 separate species, C5H11O2S in total in a non-equilibrium geometry, with the ωB97M-V functional and the def2-TZVPD basis.

The geometry in XYZ format:
```
19
Properties=species:S:1:pos:R:3
C 2.82371 1.09999 1.59753
C 1.90940 0.03439 0.92818
O 2.23228 -1.15076 0.81520
O 0.84068 0.54820 0.44079
H 2.52283 2.07735 1.28389
H 3.84249 0.93386 1.20410
H 2.75436 0.94596 2.70271
C -1.85972 -1.02412 -0.05778
C -2.31373 0.30659 0.47571
C -0.52301 -0.48225 -2.39752
S -1.83918 -1.45420 -1.77990
H -0.77293 -1.11932 0.26787
H -2.18342 -1.95282 0.41413
H -2.40149 1.13702 -0.28777
H -1.34211 0.64060 0.86459
H -0.79855 0.57248 -2.38814
H 0.44029 -0.68370 -1.91618
H -0.23243 -0.79074 -3.38892
H -3.09947 0.36146 1.22148
```

- E_HOMO (eV) = -4.12
- net charge = -1
- HOMO-LUMO gap (eV) = 7.5
- relative energy (zero: lowest compared OMol25 entry of this formula, charge and spin) (kcal per mole) = 22.4
- F_max (eV/A) = 2.924
- electronic energy (a.u.) = -745.80790


Entry 12:
Computed, not measured: a cluster of 2 separate species, C5H11O2S in total, with the ωB97M-V functional and the def2-TZVPD basis.

The geometry in XYZ format:
```
19
Properties=species:S:1:pos:R:3
C -2.92960 -1.55598 -0.24266
C -2.62260 -0.34665 -1.10420
C -1.20660 0.20040 -0.92086
S -0.80772 0.72624 0.78697
H -2.20761 -2.37110 -0.36380
H -3.93182 -1.95836 -0.43177
H -2.88580 -1.26987 0.80922
H -2.78245 -0.57681 -2.16141
H -3.31815 0.45315 -0.84394
H -1.10249 1.07177 -1.57471
H -0.50191 -0.56190 -1.24940
O 3.87540 1.10494 2.36171
C 3.35173 0.65430 1.37144
O 3.27054 -0.67983 1.19150
C 2.67968 1.41161 0.28446
H 3.62967 -1.07341 2.00084
H 2.95993 1.02189 -0.68529
H 2.94365 2.46231 0.35898
H 1.58615 1.28732 0.41292
```

- E_HOMO (eV) = -2.53
- net charge = -1
- HOMO-LUMO gap (eV) = 5.9
- relative energy (zero: lowest compared OMol25 entry of this formula, charge and spin) (kcal per mole) = 6.8
- F_max (eV/A) = 0.471
- electronic energy (a.u.) = -745.83275